Entry 1:
Formula: C2H6N2O3
Source: the Open Molecules 2025 dataset
Level of theory: ωB97M-V/def2-TZVPD

Calculated values
* highest occupied orbital energy (alpha / beta): -9.43 / -8.93 eV

Positions of all 13 atoms, in Å:
C1 1.54597 -1.20082 -0.13061
C2 -1.79074 1.12073 0.00143
N1 1.05138 1.06714 -0.18687
N2 -1.44089 -0.14182 0.09385
O1 -0.70205 -0.43811 1.08584
O2 -1.63457 -1.06233 -0.73060
O3 1.17145 0.00710 0.55235
H1 1.59557 -1.88830 0.58135
H2 2.52548 -0.79841 -0.70079
H3 0.79350 -1.62712 -0.96202
H4 -2.47361 1.24537 -0.83500
H5 -1.63241 1.75192 0.95468
H6 0.99092 1.96464 0.27639

Entry 2:
Formula: C2H6N2O3
Source: the Open Molecules 2025 dataset
Level of theory: ωB97M-V/def2-TZVPD

Calculated values
* SMILES string: C/N=N/C(O)(O)O
* highest occupied orbital energy: -9.19 eV

Positions of all 13 atoms, in Å:
C1 0.12380 -1.73221 -0.69910
N1 0.10994 -0.36463 -0.28048
N2 -0.33354 -0.00064 0.81990
C2 0.12780 1.71638 0.84422
O1 -0.99086 2.40574 1.38270
O2 1.10373 1.63581 1.73688
O3 0.44271 2.12770 -0.30939
H1 1.14582 -2.11859 -0.62988
H2 -0.19675 -1.76900 -1.66369
H3 -0.53421 -2.29195 -0.06743
H4 -0.66503 3.14225 1.98143
H5 0.61147 1.42897 2.55506
H6 0.48506 1.17255 -0.82593

Entry 3:
Formula: C2H6N2O3
Source: the Open Molecules 2025 dataset
Level of theory: ωB97M-V/def2-TZVPD

Calculated values
* SMILES string: CCn1[nH]ooo1
* highest occupied orbital energy: -9.86 eV

Positions of all 13 atoms, in Å:
C1 0.77308 -0.36884 1.12437
C2 -0.21858 -0.16474 0.03593
N1 -0.28318 1.28411 -0.19804
N2 -1.38053 1.40781 -1.00690
O1 -0.87239 1.09167 -2.23218
O2 0.36191 1.87175 -2.32332
O3 0.79574 1.80630 -0.95034
H1 1.77871 -0.14034 0.78056
H2 0.68989 -1.46159 1.26561
H3 0.58134 0.20585 1.93176
H4 -1.19309 -0.50398 0.39956
H5 0.05762 -0.69551 -0.76365
H6 -1.84952 2.32999 -0.93764

Entry 4:
Formula: C2H6N2O3S
Source: the Open Molecules 2025 dataset
Level of theory: ωB97M-V/def2-TZVPD

Calculated values
* highest occupied orbital energy: -9.38 eV

Positions of all 14 atoms, in Å:
C1 -0.33470 -2.85063 1.32789
C2 -0.30865 2.61988 -0.88530
N1 0.43745 -2.42999 0.43808
N2 1.06474 -2.13374 -0.48404
O1 -1.01036 0.17833 -0.97700
O2 1.29299 0.49062 -0.54576
O3 -0.35115 1.05920 1.26656
S1 -0.13824 0.96240 -0.16171
H1 -1.31101 -3.34040 1.04084
H2 1.28809 -0.47706 -0.45873
H3 0.13884 -2.70767 2.35106
H4 -0.54436 2.66226 -1.97775
H5 -1.00349 3.11321 -0.28983
H6 0.77985 2.85358 -0.64431

Entry 5:
Formula: C2H6N2OS
Source: the Open Molecules 2025 dataset
Level of theory: ωB97M-V/def2-TZVPD

Calculated values
* SMILES string: CNC(=S)NO
* highest occupied orbital energy: -8.47 eV

Positions of all 12 atoms, in Å:
C1 0.53034 1.86118 1.01724
N1 -0.36580 1.15745 0.12311
C2 -0.23119 -0.13953 -0.22988
S1 -1.08786 -0.80329 -1.54378
N2 0.88617 -0.82482 0.21970
O1 1.16903 -0.62950 1.59583
H1 0.07658 1.98148 2.07180
H2 0.65664 2.92803 0.53667
H3 1.59818 1.36433 0.97243
H4 -0.96998 1.66396 -0.60738
H5 0.82974 -1.78383 -0.20159
H6 0.42479 -0.92356 2.03811

Entry 6:
Formula: C2H6N2OS
Source: the Open Molecules 2025 dataset
Level of theory: ωB97M-V/def2-TZVPD

Calculated values
* SMILES string: CO/N=C/NS
* highest occupied orbital energy: -8.54 eV

Positions of all 12 atoms, in Å:
C1 2.32408 -0.60956 -0.08288
O1 1.25577 0.34428 -0.36522
N1 0.03669 -0.24751 -0.12259
C2 -0.80869 0.77704 -0.01647
N2 -2.13909 0.84075 -0.21813
S1 -2.96687 -0.64570 -0.23765
H1 3.21224 0.13943 0.32668
H2 2.49186 -1.15946 -1.12831
H3 1.95006 -1.51134 0.69158
H4 -0.39133 1.85891 -0.11180
H5 -2.63658 1.55673 0.49635
H6 -2.32812 -1.34357 0.76843

Which total energy belongs to each record? In order, -11284.26058; -11291.65329; -11284.86469; -22126.04697; -18031.76339; -18029.94320 eV.